Record 1
{"formula": "C22H23NO5S3", "method": "the ωB97M-V functional and the def2-TZVPD basis", "symbols": ["C", "H", "H", "H", "O", "C", "O", "C", "C", "S", "C", "C", "C", "S", "S", "C", "N", "C", "O", "C", "C", "H", "H", "H", "H", "C", "H", "H", "H", "C", "C", "C", "C", "C", "C", "H", "H", "H", "H", "C", "H", "H", "H", "C", "H", "H", "H", "C", "O", "O", "C", "H", "H", "H"], "positions_angstrom": [[-6.1619, -3.1359, -1.0991], [-6.4690, -3.6777, -0.2025], [-5.9152, -3.8265, -1.9009], [-6.9666, -2.4632, -1.4007], [-4.9773, -2.3916, -0.8413], [-5.0608, -1.4893, 0.1318], [-6.0246, -1.2906, 0.8194], [-3.7604, -0.7915, 0.3142], [-3.5949, 0.5371, 0.2119], [-2.0155, 1.1513, 0.6059], [-1.2758, -0.4037, 0.8490], [0.0954, -0.5356, 1.0033], [0.7040, -1.8011, 0.8947], [-0.2356, -3.1705, 0.9436], [-2.3532, -1.7732, 0.7455], [2.2139, -1.9082, 0.7362], [2.6738, -0.6753, 0.0778], [3.6984, -0.6613, -0.8580], [4.6308, -1.4323, -0.8228], [3.5324, 0.2810, -2.0519], [2.1990, 1.0109, -2.1669], [2.1038, 1.4186, -3.1715], [2.1265, 1.8350, -1.4623], [1.3656, 0.3326, -1.9953], [3.6005, -0.4216, -2.8947], [4.7187, 1.2392, -2.1838], [5.6473, 0.7075, -1.9898], [4.7574, 1.6483, -3.1907], [4.6293, 2.0682, -1.4858], [2.2878, 0.5043, 0.7115], [3.2003, 1.5314, 0.9304], [2.8146, 2.6737, 1.6052], [1.5303, 2.7758, 2.1152], [0.6284, 1.7440, 1.9329], [0.9816, 0.6115, 1.2071], [-0.3477, 1.8092, 2.3870], [1.2368, 3.6503, 2.6748], [3.5269, 3.4691, 1.7641], [4.2171, 1.4092, 0.5916], [2.5522, -3.1345, -0.1079], [3.6270, -3.2638, -0.1781], [2.1171, -4.0154, 0.3539], [2.1425, -3.0283, -1.1105], [2.8486, -2.0427, 2.1297], [3.9287, -2.1057, 2.0238], [2.6021, -1.1829, 2.7499], [2.4827, -2.9440, 2.6135], [-4.6298, 1.4929, -0.2310], [-5.5927, 1.1903, -0.8841], [-4.3323, 2.7311, 0.1694], [-5.2582, 3.7443, -0.2000], [-6.2480, 3.5120, 0.1971], [-5.3228, 3.8184, -1.2874], [-4.8792, 4.6691, 0.2264]], "e_tot_ha": -2477.65906, "e_above_lowest_kj_mol": 13.6, "gap_ev": 7.18, "e_homo_ev": -7.8857}

Record 2
{"formula": "C22H23NO7", "method": "the ωB97M-V functional and the def2-TZVPD basis", "symbols": ["C", "O", "C", "C", "C", "C", "C", "C", "C", "O", "C", "C", "C", "C", "O", "C", "O", "C", "O", "N", "C", "C", "C", "C", "C", "O", "C", "O", "C", "C", "H", "H", "H", "H", "H", "H", "H", "H", "H", "H", "H", "H", "H", "H", "H", "H", "H", "H", "H", "H", "H", "H", "H"], "positions_angstrom": [[2.6288, 3.1378, -4.2055], [1.3202, 2.7321, -3.8815], [1.1287, 2.0053, -2.7483], [2.1297, 1.6093, -1.8726], [1.7928, 0.8661, -0.7529], [0.4875, 0.5073, -0.4812], [0.1444, -0.2826, 0.7579], [-0.7691, 0.4867, 1.6878], [-0.3110, 1.7479, 2.2687], [0.8762, 2.0076, 2.3908], [-1.3451, 2.6908, 2.6924], [-1.2316, 3.7999, 3.5021], [-2.5164, 4.3682, 3.5715], [-3.3132, 3.5767, 2.7923], [-2.6191, 2.5721, 2.2619], [-1.8963, -0.2302, 1.8700], [-2.9753, -0.0432, 2.6255], [-1.8103, -1.4885, 1.0766], [-2.6889, -2.3319, 1.0431], [-0.6119, -1.4846, 0.4688], [-0.1802, -2.4845, -0.4681], [0.6207, -3.6096, 0.1960], [1.9859, -3.1959, 0.7574], [2.7663, -4.5133, 0.7209], [2.0185, -5.3460, -0.3402], [0.9211, -4.5755, -0.7926], [-0.5280, 0.9148, -1.3651], [-1.7932, 0.5387, -1.0434], [-2.8543, 0.9337, -1.8787], [-0.1968, 1.6528, -2.4880], [3.0522, 3.7831, -3.4297], [3.2877, 2.2784, -4.3645], [2.5409, 3.7002, -5.1338], [3.1612, 1.8708, -2.0403], [2.5712, 0.5721, -0.0651], [1.0771, -0.5282, 1.2800], [-0.3354, 4.1369, 3.9807], [-2.8112, 5.2405, 4.1177], [-4.3565, 3.6381, 2.5498], [-3.5458, -0.8233, 2.4820], [-1.0677, -2.9301, -0.9252], [0.4262, -2.0150, -1.2469], [0.0077, -4.0631, 0.9929], [1.9162, -2.7795, 1.7594], [2.4420, -2.4626, 0.0907], [3.8097, -4.3621, 0.4532], [2.7290, -5.0116, 1.6890], [1.6570, -6.2904, 0.0877], [2.6351, -5.5733, -1.2130], [-2.7442, 0.5258, -2.8881], [-3.7521, 0.5225, -1.4200], [-2.9384, 2.0235, -1.9310], [-0.9420, 1.9851, -3.1911]], "e_tot_ha": -1433.54284, "e_above_lowest_kj_mol": 61.2, "gap_ev": 8.37, "e_homo_ev": -8.3868, "smiles": "COc1ccc([C@H]2C(C(=O)c3ccco3)=C(O)C(=O)N2C[C@@H]2CCCO2)c(OC)c1"}

Record 3
{"formula": "C22H24AsN4RhS3", "method": "the ωB97M-V functional and the def2-TZVPD basis", "symbols": ["Rh", "N", "C", "S", "N", "N", "C", "C", "C", "C", "C", "C", "C", "C", "C", "C", "C", "C", "N", "H", "H", "H", "H", "H", "H", "H", "H", "H", "H", "H", "S", "C", "C", "C", "C", "C", "C", "S", "H", "H", "H", "H", "C", "As", "C", "C", "H", "H", "H", "H", "H", "H", "H", "H", "H"], "positions_angstrom": [[0.0476, 0.0545, -0.5249], [3.6985, 0.1855, 1.7609], [2.4868, 0.3143, 1.1672], [2.2018, -0.6681, -0.2365], [1.6272, 1.1397, 1.7337], [0.4164, 1.1483, 1.1292], [-0.4824, 2.0050, 1.4834], [-0.2683, 3.0248, 2.5411], [-1.1989, 3.1895, 3.5639], [-1.0239, 4.1723, 4.5279], [0.0886, 4.9979, 4.4812], [1.0198, 4.8412, 3.4620], [0.8476, 3.8587, 2.5013], [-1.7396, 1.9460, 0.6939], [-2.8021, 2.8197, 0.8656], [-3.9312, 2.6907, 0.0716], [-3.9665, 1.7110, -0.9043], [-2.8493, 0.9100, -1.0626], [-1.7779, 1.0221, -0.2845], [4.4489, -0.1294, 1.1698], [3.9355, 0.8817, 2.4499], [-2.0528, 2.5242, 3.6216], [-1.7565, 4.2908, 5.3158], [0.2359, 5.7541, 5.2413], [1.8813, 5.4944, 3.4121], [1.5645, 3.7478, 1.6998], [-2.7227, 3.6111, 1.5954], [-4.7705, 3.3620, 0.1993], [-4.8227, 1.5833, -1.5512], [-2.7826, 0.1618, -1.8443], [0.5417, 2.0158, -1.7935], [0.3329, 1.5122, -3.4686], [0.4984, 2.4672, -4.4758], [0.3672, 2.1220, -5.8094], [0.0702, 0.8074, -6.1569], [-0.0968, -0.1399, -5.1621], [0.0186, 0.2118, -3.8158], [-0.2453, -1.0142, -2.5868], [0.7353, 3.4859, -4.1902], [0.5054, 2.8732, -6.5768], [-0.0202, 0.5224, -7.1975], [-0.3119, -1.1737, -5.4063], [-0.7224, -3.8219, 0.8618], [-1.3810, -2.1300, 0.1661], [-2.7096, -1.7247, 1.5371], [-2.5231, -2.8839, -1.2164], [-1.5599, -4.4970, 1.0348], [-0.1717, -3.6693, 1.7878], [-0.0520, -4.2572, 0.1224], [-3.5467, -2.4194, 1.4877], [-3.0781, -0.7071, 1.4125], [-2.2331, -1.7986, 2.5143], [-3.4076, -3.3171, -0.7489], [-1.9648, -3.6617, -1.7336], [-2.8160, -2.1382, -1.9493]], "e_tot_ha": -4612.72237, "e_above_lowest_kj_mol": 0.0, "gap_ev": 5.96, "e_homo_ev": -6.5576}

Record 4
{"formula": "C22H24BrN2O5Si2Y", "method": "the ωB97M-V functional and the def2-TZVPD basis", "symbols": ["Y", "C", "Si", "C", "C", "C", "C", "C", "C", "C", "Si", "C", "C", "H", "H", "H", "H", "H", "H", "H", "H", "H", "H", "H", "H", "H", "H", "H", "H", "O", "C", "C", "C", "N", "C", "Br", "C", "H", "H", "H", "H", "O", "C", "O", "C", "C", "C", "C", "C", "C", "N", "O", "O", "H", "H", "H", "H"], "positions_angstrom": [[1.4956, -0.2277, -0.5232], [0.4950, -1.5368, -4.1213], [-0.4944, -0.8683, -2.7226], [-1.0978, 0.8255, -3.0785], [-1.9053, -1.9946, -2.3166], [-3.0241, -2.1381, -3.1527], [-4.0496, -3.0043, -2.8035], [-3.9675, -3.7347, -1.6203], [-2.8586, -3.5986, -0.7971], [-1.8185, -2.7231, -1.1440], [-0.2837, -2.4637, -0.1272], [-0.7320, -1.8964, 1.5780], [0.7079, -4.0225, -0.0609], [-0.2113, -1.6494, -4.9559], [0.9349, -2.5125, -3.9109], [1.2810, -0.8376, -4.4054], [-1.8465, 0.7059, -3.8729], [-0.2901, 1.4650, -3.4303], [-1.5691, 1.2775, -2.2079], [-3.1013, -1.5736, -4.0780], [-4.9137, -3.1115, -3.4483], [-4.7708, -4.4075, -1.3435], [-2.8075, -4.1765, 0.1222], [-1.2985, -2.7061, 2.0513], [-1.3511, -0.9995, 1.5386], [0.1571, -1.6941, 2.1802], [0.0798, -4.8071, 0.3788], [1.5950, -3.8865, 0.5627], [1.0184, -4.3476, -1.0561], [6.4416, 0.6460, 1.9587], [5.3046, -0.0870, 1.8556], [4.8767, -0.9582, 2.8589], [3.6902, -1.6504, 2.6784], [2.9210, -1.5116, 1.5912], [3.3534, -0.6912, 0.6115], [2.4877, 1.1958, -2.5437], [4.5400, 0.0275, 0.7092], [6.8509, 0.4950, 2.8185], [5.4467, -1.0833, 3.7727], [3.3396, -2.3314, 3.4468], [4.8606, 0.6925, -0.0821], [-0.6053, 0.9412, -0.0007], [0.0790, 1.8127, 0.6098], [1.3264, 1.6601, 0.7804], [-0.5999, 3.0316, 1.1449], [0.1302, 4.1913, 1.3733], [-0.4969, 5.3095, 1.8995], [-1.8409, 5.2243, 2.2005], [-2.5897, 4.0871, 1.9824], [-1.9573, 2.9825, 1.4362], [-2.5125, 6.4086, 2.7992], [-3.6650, 6.2795, 3.1483], [-1.8289, 7.3838, 3.0200], [1.1860, 4.2061, 1.1384], [0.0373, 6.2291, 2.0867], [-3.6388, 4.0780, 2.2391], [-2.5096, 2.0752, 1.2318]], "e_tot_ha": -4529.80684, "e_above_lowest_kj_mol": 176.3, "gap_ev": 6.95, "e_homo_ev": -8.4888}

Record 5
{"formula": "C22H24BrN5O2PdS2Se", "method": "the ωB97M-V functional and the def2-TZVPD basis", "symbols": ["Pd", "C", "O", "C", "C", "C", "Br", "C", "C", "C", "O", "C", "N", "C", "C", "C", "C", "C", "C", "N", "H", "H", "H", "H", "H", "H", "H", "H", "H", "H", "H", "S", "C", "N", "C", "C", "S", "H", "H", "H", "H", "H", "C", "N", "C", "C", "N", "C", "C", "Se", "H", "H", "H", "H", "H", "H", "H", "H"], "positions_angstrom": [[-1.0645, 0.0245, -0.8143], [-1.3483, -2.2053, -3.3582], [-0.5802, -1.6778, -2.2640], [0.6653, -2.2285, -2.0236], [1.2690, -3.1560, -2.8467], [2.5313, -3.6401, -2.5046], [3.3509, -4.8999, -3.6238], [3.1802, -3.2051, -1.3689], [2.5616, -2.2681, -0.5393], [1.2933, -1.7831, -0.8615], [0.6703, -0.8768, -0.0638], [3.1762, -1.7288, 0.6756], [2.5426, -0.8080, 1.3761], [3.3570, -0.4780, 2.4642], [3.1709, 0.4227, 3.5071], [4.1806, 0.5167, 4.4411], [5.3458, -0.2654, 4.3409], [5.5333, -1.1603, 3.3090], [4.5074, -1.2456, 2.3728], [4.3627, -2.0311, 1.2229], [-1.4914, -3.2773, -3.2290], [-0.8479, -1.9941, -4.3022], [-2.3096, -1.7029, -3.3162], [0.7873, -3.5122, -3.7447], [4.1623, -3.5931, -1.1356], [1.4971, -0.6062, 0.8614], [2.2701, 1.0168, 3.5815], [4.0779, 1.2017, 5.2710], [6.1133, -0.1629, 5.0955], [6.4287, -1.7617, 3.2361], [5.0209, -2.7097, 0.8790], [-1.0745, 2.0848, 0.4652], [0.0268, 2.9970, -0.4882], [-0.2148, 4.2078, -0.9304], [0.7926, 4.8141, -1.8108], [2.0964, 4.1062, -1.4732], [1.5922, 2.4313, -0.9577], [-1.0315, 4.7108, -0.6104], [0.8369, 5.8875, -1.6433], [0.5045, 4.6304, -2.8473], [2.6183, 4.5644, -0.6353], [2.7630, 4.0439, -2.3289], [-5.3682, -1.2985, 2.2966], [-5.4569, -0.2502, 1.2754], [-6.4875, 0.6642, 1.1612], [-6.1991, 1.4472, 0.1030], [-5.0030, 0.9945, -0.4274], [-4.3734, 1.5611, -1.6139], [-4.5611, -0.0332, 0.3015], [-3.0647, -1.1685, 0.1061], [-6.1910, -1.1617, 2.9912], [-4.4219, -1.2078, 2.8238], [-5.4428, -2.2789, 1.8327], [-7.3251, 0.6652, 1.8350], [-6.7363, 2.2723, -0.3286], [-5.0468, 2.3057, -2.0278], [-4.2180, 0.7763, -2.3524], [-3.4284, 2.0297, -1.3539]], "e_tot_ha": -7176.23387, "e_above_lowest_kj_mol": 0.0, "multiplicity": 3, "gap_ev": [7.85, 5.43], "e_homo_ev": [-12.9891, -12.9810], "total_charge": 2, "s2": 2.009}

Record 6
{"formula": "C22H24Cl2N2O6S", "method": "the ωB97M-V functional and the def2-TZVPD basis", "symbols": ["C", "O", "C", "C", "C", "C", "C", "C", "O", "C", "C", "N", "C", "O", "C", "C", "C", "S", "O", "O", "N", "C", "C", "O", "C", "C", "C", "Cl", "C", "C", "Cl", "C", "C", "H", "H", "H", "H", "H", "H", "H", "H", "H", "H", "H", "H", "H", "H", "H", "H", "H", "H", "H", "H", "H", "H", "H", "H"], "positions_angstrom": [[0.1751, 5.0944, -1.0793], [-0.5906, 4.0505, -0.5307], [0.0337, 3.1051, 0.2430], [1.4058, 3.1058, 0.4717], [2.0111, 2.1330, 1.2487], [1.2328, 1.1254, 1.8059], [-0.1278, 1.1009, 1.5759], [-0.7537, 2.0875, 0.8172], [-2.1013, 1.9206, 0.7094], [-2.9253, 2.8804, 0.0858], [1.9890, 0.0602, 2.5471], [3.0831, -0.3457, 1.6831], [3.0235, -1.4168, 0.8683], [3.8484, -1.6538, 0.0084], [1.8480, -2.3365, 1.0893], [0.7225, -2.2088, 0.2863], [-0.3426, -3.0735, 0.4334], [-1.8394, -2.9121, -0.5627], [-2.8835, -2.4676, 0.3115], [-2.0191, -4.1292, -1.2965], [-1.3980, -1.6796, -1.6007], [-2.1322, -0.4348, -1.4712], [-3.4333, -0.4994, -2.2730], [-3.1837, -0.8252, -3.6236], [-2.5285, -2.0698, -3.7378], [-1.1951, -2.0629, -2.9858], [-0.2950, -4.0819, 1.3853], [-1.6463, -5.1082, 1.5573], [0.8285, -4.2412, 2.1868], [1.8915, -3.3653, 2.0288], [3.2818, -3.5298, 3.0259], [4.0628, 0.6869, 1.3927], [3.4798, 2.1029, 1.5510], [-0.5349, 5.7184, -1.6202], [0.9295, 4.7194, -1.7783], [0.6607, 5.6920, -0.3014], [2.0226, 3.8769, 0.0388], [-0.7480, 0.3200, 1.9875], [-3.9402, 2.5071, 0.2207], [-2.8323, 3.8600, 0.5588], [-2.7092, 2.9710, -0.9802], [1.3548, -0.7904, 2.7907], [2.4190, 0.4561, 3.4744], [0.6688, -1.4269, -0.4540], [-2.3440, -0.2743, -0.4161], [-1.4925, 0.3702, -1.8472], [-3.9368, 0.4685, -2.2816], [-4.0892, -1.2544, -1.8150], [-2.3750, -2.2360, -4.8053], [-3.1586, -2.8708, -3.3243], [-0.7499, -3.0562, -2.9965], [-0.5072, -1.3409, -3.4369], [0.8660, -5.0292, 2.9208], [4.4000, 0.5191, 0.3661], [4.9266, 0.5637, 2.0552], [3.6212, 2.4334, 2.5848], [4.0269, 2.7919, 0.9079]], "e_tot_ha": -2732.22689, "e_above_lowest_kj_mol": 16.7, "gap_ev": 8.76, "e_homo_ev": -8.2723, "smiles": "COc1cc2c(cc1OC)CN(C(=O)c1cc(S(=O)(=O)N3CCOCC3)c(Cl)cc1Cl)CC2"}